[1]
Density functional theory data (ωB97M-V/def2-TZVPD) for 5 unconnected molecules or ions with the total composition C44H72IN3O13 at a distorted geometry.

```
133
Properties=species:S:1:pos:R:3:forces:R:3:mulliken_charge:R:1
C 2.393 -5.778 3.662 0.11 0.77 -0.66 -0.809
C 3.739 -5.394 2.920 -1.10 -0.65 -0.25 0.504
O 4.057 -6.108 1.987 0.14 0.64 1.09 -0.543
N 4.526 -4.215 3.317 -0.17 -1.22 -1.06 -0.055
C 5.907 -4.483 2.847 1.05 -0.18 0.26 -0.885
C 3.876 -3.089 2.584 -0.16 0.83 0.17 -0.450
C 4.701 -1.752 2.573 0.38 0.44 -0.12 -0.596
C 4.004 -0.642 1.664 0.21 -1.19 0.29 -0.622
C 2.545 -0.247 2.136 -0.25 1.20 -1.01 0.253
C 1.755 0.243 0.852 -1.10 0.74 -1.41 -0.698
C 1.997 1.599 0.273 -1.51 -0.99 -1.58 0.597
C 3.010 2.633 0.853 0.49 -1.06 0.16 -0.973
C 2.460 3.517 2.050 -0.26 0.43 -0.48 -0.048
C 0.889 3.539 2.216 0.38 0.76 0.84 -0.767
N 0.452 2.596 3.303 -0.37 0.89 -0.69 -0.443
C 1.266 2.010 -0.957 -0.17 -1.85 0.86 -0.241
C 0.296 1.144 -1.657 1.23 -0.58 2.70 0.050
N -0.387 1.638 -2.868 2.24 -0.52 0.12 -0.714
C 0.434 1.522 -3.801 -1.43 -0.61 0.47 0.703
O 1.105 1.313 -4.719 0.06 0.37 0.26 -0.487
C 0.036 -0.177 -1.079 0.79 0.62 0.72 0.362
C 0.759 -0.607 0.157 0.31 1.41 -0.60 1.057
C 0.407 -2.019 0.688 -1.23 -0.46 -0.19 -0.365
O 1.179 -2.807 1.199 -0.18 1.08 -0.26 -0.485
C -1.085 -2.479 0.533 -0.72 0.47 -0.36 0.864
C -1.714 -3.273 1.589 -1.69 0.20 -1.86 -1.054
C -3.105 -3.710 1.392 1.91 1.94 -2.04 -0.109
C -3.793 -3.326 0.135 0.24 -0.13 0.28 0.662
C -5.276 -3.862 -0.034 0.98 -0.13 0.51 -0.982
C -6.209 -3.203 1.072 0.45 -0.24 -0.24 -0.639
C -6.369 -4.130 2.358 0.82 1.24 -0.11 -0.668
I -8.334 -5.050 2.387 0.68 0.22 0.20 0.006
C -3.163 -2.505 -0.906 1.50 -0.58 1.64 -0.262
O -3.843 -2.160 -2.093 0.88 -1.25 1.16 -0.577
C -1.770 -2.065 -0.702 -0.70 -0.89 1.44 0.363
C -0.986 -1.178 -1.735 -0.07 0.08 1.17 0.042
O -1.173 -1.247 -2.928 0.18 0.10 0.88 -0.550
H 1.590 -5.896 2.872 1.01 0.17 0.75 0.109
H 2.533 -6.791 4.119 -0.04 1.06 -0.15 0.443
H 2.045 -4.990 4.379 0.47 -0.90 -0.39 0.330
H 6.030 -4.508 1.730 -0.29 -0.02 0.91 0.299
H 6.219 -5.484 3.266 -0.31 1.09 -0.58 0.327
H 6.634 -3.730 3.253 -0.89 -0.52 -0.26 0.292
H 2.884 -2.909 3.098 1.03 -0.23 -0.79 0.056
H 3.695 -3.404 1.518 0.04 0.43 0.84 0.338
H 5.730 -1.897 2.119 -1.18 -0.11 0.47 0.397
H 4.906 -1.366 3.620 -0.49 -0.46 -1.08 0.087
H 3.935 -1.092 0.628 0.00 0.50 1.03 0.383
H 4.707 0.237 1.580 -0.96 -0.84 0.23 0.343
H 1.976 -1.071 2.634 0.73 0.60 -0.61 0.503
H 2.574 0.616 2.865 0.08 -0.85 -0.70 -0.224
H 3.432 3.229 -0.009 -0.71 -0.42 0.97 0.525
H 3.893 2.052 1.259 -0.98 0.68 -0.54 -0.211
H 2.927 3.156 3.013 -0.65 0.44 -0.98 -0.141
H 2.785 4.590 1.884 -0.18 -1.24 0.18 0.425
H 0.305 3.421 1.265 0.76 -0.03 0.68 0.224
H 0.628 4.569 2.612 0.30 -1.10 -0.52 0.437
H 0.123 1.710 2.913 -0.01 0.38 0.14 0.136
H -0.336 3.090 3.739 0.25 -0.88 -0.07 0.266
H 1.480 3.022 -1.396 -0.28 -1.13 0.54 0.393
H -1.190 -3.559 2.535 -0.30 0.41 -1.16 0.451
H -3.596 -4.311 2.191 0.41 0.51 -0.93 -0.121
H -5.207 -4.972 0.164 -0.24 1.07 -0.27 0.431
H -5.656 -3.745 -1.082 0.41 0.19 1.06 0.343
H -7.196 -2.951 0.607 0.81 -0.25 0.63 0.433
H -5.724 -2.236 1.405 -0.62 -1.01 -0.40 0.305
H -5.603 -4.944 2.426 -0.90 0.61 -0.30 0.196
H -6.186 -3.461 3.252 -0.78 -1.02 -0.73 0.393
H -3.472 -2.784 -2.751 -0.31 0.75 0.10 0.345
C 4.751 0.580 5.846 0.02 0.06 -0.17 -0.811
O 4.184 1.771 5.322 -0.01 -0.15 0.23 -0.364
C 3.036 2.196 6.055 0.10 0.45 -0.34 -0.133
C 3.373 3.345 6.991 -0.18 -0.40 0.33 -0.748
O 4.243 2.926 8.038 0.18 0.08 -0.28 -0.373
C 5.589 3.317 7.814 -0.06 -0.04 0.14 -0.687
H 5.729 0.437 5.383 -0.07 0.05 -0.05 0.284
H 4.884 0.637 6.928 -0.04 0.00 0.02 0.388
H 4.116 -0.277 5.597 0.02 -0.07 0.11 0.311
H 2.594 1.359 6.606 0.08 0.04 0.06 0.393
H 2.300 2.541 5.322 -0.06 -0.04 0.03 0.163
H 2.449 3.692 7.466 -0.02 0.02 -0.05 0.402
H 3.804 4.186 6.438 0.03 -0.08 -0.04 0.327
H 5.696 4.394 7.978 0.09 0.02 -0.07 0.335
H 5.922 3.063 6.805 -0.03 0.03 -0.01 0.274
H 6.219 2.790 8.531 -0.11 0.02 0.02 0.247
C -2.783 2.108 -8.088 -0.01 -0.09 -0.16 -0.716
O -2.136 2.535 -9.277 0.02 0.11 0.29 -0.437
C -1.958 3.948 -9.321 0.20 -0.25 -0.28 -0.274
C -0.528 4.337 -8.981 -0.28 0.30 0.31 -0.580
O -0.222 4.052 -7.619 0.02 -0.23 -0.21 -0.299
C 0.549 2.868 -7.471 -0.04 0.13 0.13 -0.386
H -2.693 1.023 -8.024 0.01 0.05 -0.09 0.255
H -2.329 2.549 -7.198 -0.01 0.04 0.00 0.310
H -3.846 2.369 -8.128 -0.01 0.02 0.12 0.326
H -2.667 4.452 -8.658 0.10 0.03 0.02 0.236
H -2.174 4.264 -10.346 0.00 0.06 0.02 0.376
H -0.419 5.418 -9.112 -0.04 -0.01 -0.06 0.309
H 0.182 3.843 -9.653 -0.07 -0.07 0.03 0.409
H 1.577 3.051 -7.801 0.03 -0.11 -0.04 0.331
H 0.124 2.034 -8.035 0.01 0.03 -0.04 0.336
H 0.563 2.601 -6.415 -0.02 0.18 -0.22 -0.175
C -2.788 -9.496 4.504 0.13 -0.09 0.08 -0.639
O -1.479 -8.968 4.346 -0.29 0.13 -0.13 -0.376
C -1.327 -8.247 3.128 0.37 0.04 0.35 -0.828
C -1.378 -6.746 3.364 -0.32 -0.08 -0.42 -0.226
O -2.675 -6.329 3.786 0.14 -0.02 0.22 -0.214
C -2.738 -6.090 5.184 -0.12 0.05 -0.07 -0.904
H -2.892 -9.841 5.534 0.10 0.01 -0.05 0.239
H -3.555 -8.744 4.310 0.00 0.01 -0.04 0.233
H -2.929 -10.349 3.833 -0.11 0.02 -0.01 0.322
H -2.082 -8.553 2.396 -0.03 0.08 0.04 0.352
H -0.343 -8.506 2.724 -0.01 0.04 -0.05 0.404
H -1.172 -6.236 2.417 0.05 -0.01 0.00 0.298
H -0.615 -6.438 4.086 -0.05 -0.09 0.03 0.380
H -2.214 -5.160 5.428 0.04 -0.02 0.11 0.302
H -2.306 -6.916 5.756 0.03 0.02 -0.03 0.414
H -3.787 -5.985 5.464 0.03 0.02 -0.10 0.256
C -4.525 9.498 -7.150 0.07 0.15 0.07 -0.690
O -3.180 9.515 -6.696 -0.19 -0.25 -0.12 -0.369
C -2.743 8.238 -6.239 0.36 0.35 -0.10 -0.741
C -1.874 7.546 -7.276 -0.32 -0.42 0.17 -0.192
O -2.626 7.195 -8.435 0.10 0.31 -0.03 -0.294
C -2.405 8.090 -9.514 -0.08 -0.14 -0.03 -0.870
H -4.717 10.434 -7.675 0.08 0.00 0.08 0.242
H -4.711 8.669 -7.836 0.00 -0.04 0.02 0.282
H -5.205 9.429 -6.295 -0.08 -0.06 -0.06 0.331
H -3.597 7.610 -5.964 0.03 -0.02 -0.09 0.339
H -2.147 8.409 -5.337 0.01 -0.05 0.00 0.396
H -1.494 6.612 -6.848 0.04 0.02 0.01 0.251
H -1.013 8.168 -7.543 -0.08 0.06 0.01 0.353
H -1.413 7.919 -9.944 0.03 0.11 -0.04 0.344
H -2.495 9.133 -9.200 0.04 -0.02 0.02 0.379
H -3.157 7.892 -10.279 0.03 -0.08 0.07 0.249
```
Forces are in eV/Å.

Its SMILES is CC(=O)N(C)CCCCc1c(CCCN)cc(N=C=O)c2c1C(=O)c1ccc(CCCI)c(O)c1C2=O.COCCOC.COCCOC.COCCOC.COCCOC. As for the HOMO energy: -9.040 eV. The calculation puts the orbital gap at 8.039 eV. The spin multiplicity is 1. As for the calculated total energy: -3159.53192 Ha.

***

[2]
Density functional theory data (ωB97M-V/def2-TZVPD) for C16H16N4O6S in the gas phase at a distorted geometry.

```
43
Properties=species:S:1:pos:R:3:forces:R:3:mulliken_charge:R:1
C 4.180 2.065 1.204 -3.58 -3.44 7.43 -1.262
N 2.968 1.719 0.624 -5.20 -1.04 0.48 0.125
S 2.962 1.112 -0.913 -13.85 -9.89 7.27 0.934
O 1.482 0.864 -1.307 3.86 1.52 1.51 -0.757
O 3.706 1.600 -1.875 7.57 5.71 -7.15 -0.556
C 3.421 -0.706 -0.586 1.11 4.42 0.16 0.650
C 2.546 -1.780 -0.101 -0.61 8.11 -2.58 -0.450
C 3.158 -2.881 -0.135 -1.44 -6.73 2.21 -0.367
C 4.493 -3.073 -0.223 4.68 0.01 0.06 -0.513
C 5.416 -2.100 -0.514 -1.76 3.52 -1.03 -0.585
C 4.781 -0.604 -0.740 -0.16 -9.45 1.54 -0.708
H 5.349 0.124 -1.170 1.18 2.03 -0.81 0.597
H 6.462 -2.396 -0.713 -0.61 0.64 0.49 0.357
H 4.987 -3.985 0.109 -0.69 -0.42 -0.55 0.315
H 2.524 -3.734 0.148 0.49 -0.17 -0.28 0.317
H 1.504 -1.506 -0.070 -0.18 -0.54 0.27 0.430
C 1.964 0.953 1.641 -4.22 17.70 -2.14 -1.323
C 0.444 1.144 1.184 2.38 9.33 -2.40 0.568
O -0.008 2.326 0.833 1.67 -6.04 2.33 -0.620
O -0.060 0.017 1.150 -3.80 -3.86 -1.83 -0.149
N -1.476 -0.174 0.765 4.31 -5.10 10.94 -0.412
C -2.092 0.380 -0.060 8.31 6.05 -10.35 0.779
N -1.388 0.940 -1.231 1.79 -0.62 2.61 -0.259
H -1.995 1.211 -1.884 -2.81 1.33 -3.06 0.185
H -0.383 1.145 -1.561 -1.64 -0.72 2.13 0.184
C -3.364 0.157 -0.246 -10.92 -2.52 0.03 0.551
C -4.027 -1.166 0.355 3.09 7.57 -1.56 -0.809
C -5.371 -0.972 0.314 -0.05 -10.65 3.81 0.280
C -6.275 -0.195 -0.147 2.27 6.29 -4.40 -0.158
C -5.589 0.929 -0.765 -2.93 3.24 -1.93 -0.297
C -4.239 1.222 -0.874 -0.69 -8.29 4.46 -0.880
H -3.837 1.974 -1.372 1.41 3.50 -1.87 0.568
H -6.232 1.755 -1.261 0.84 -1.69 0.93 0.255
N -7.650 -0.444 -0.303 -1.35 7.15 -0.29 0.765
O -8.126 -1.377 0.237 -1.35 -0.75 -0.59 -0.487
O -8.240 0.757 -0.779 1.07 -6.06 1.65 -0.537
H -5.858 -1.985 0.622 0.46 1.49 0.21 0.211
H -3.402 -1.694 1.091 -0.64 -0.32 -0.92 0.350
H 2.172 0.112 1.813 3.48 -12.09 2.73 1.008
H 1.868 1.820 2.612 1.02 -3.06 -2.58 0.308
H 4.122 2.768 2.036 -0.60 0.03 0.06 0.326
H 4.556 2.521 0.513 6.09 4.75 -7.39 0.611
H 4.549 1.156 1.580 2.01 -0.95 0.40 0.454
```
Forces are in eV/Å.

For the relative energy (zero: lowest compared OMol25 entry of this formula, charge and spin), the calculation gives 361.0 kcal per mole. Its SMILES is CN(CC(=O)O/N=C(\N)c1ccc([N+](=O)[O-])cc1)S(=O)(=O)c1ccccc1. As for the HOMO energy: -9.439 eV. The calculation puts the orbital gap at 7.767 eV. The spin multiplicity is 1. As for the calculated total energy: -1687.26242 Ha.